Entry from the Open Molecules 2025 dataset: a molecular structure, C31H51Cl2N4PPb (wB97M-V/def2-TZVPD).

```
90
Properties=species:S:1:pos:R:3
P -1.30 -1.29 0.00
C -1.29 -2.17 1.68
C -2.35 -3.24 1.96
C -2.29 -3.67 3.43
C -0.89 -4.10 3.88
C 0.20 -3.09 3.50
C 0.13 -2.67 2.02
C -0.82 -2.61 -1.28
C -1.41 -4.00 -1.09
C -1.06 -4.88 -2.30
C 0.45 -4.93 -2.56
C 1.11 -3.55 -2.60
C 0.70 -2.65 -1.42
C -3.13 -1.19 -0.33
C -3.78 -0.30 0.74
C -5.29 -0.12 0.49
C -5.60 0.35 -0.94
C -4.91 -0.51 -2.00
C -3.41 -0.70 -1.76
H -1.50 -1.31 2.34
H -2.18 -4.12 1.32
H -3.35 -2.88 1.72
H -3.01 -4.48 3.60
H -2.62 -2.82 4.05
H -0.89 -4.24 4.96
H -0.65 -5.07 3.43
H 0.09 -2.19 4.12
H 1.19 -3.50 3.71
H 0.86 -1.87 1.83
H 0.38 -3.53 1.39
H -1.23 -2.18 -2.21
H -1.57 -4.48 -3.19
H -2.50 -3.96 -0.98
H -1.00 -4.46 -0.19
H -1.45 -5.89 -2.14
H 0.64 -5.45 -3.51
H 0.93 -5.53 -1.78
H 2.20 -3.65 -2.62
H 0.81 -3.04 -3.53
H 1.08 -1.63 -1.58
H 1.16 -3.03 -0.50
H -3.54 -2.22 -0.24
H -3.64 -0.72 1.74
H -3.29 0.68 0.74
H -5.79 -1.08 0.67
H -5.69 0.59 1.22
H -5.28 1.39 -1.05
H -6.69 0.32 -1.10
H -5.06 -0.07 -2.99
H -5.38 -1.50 -2.02
H -3.03 -1.42 -2.49
H -2.86 0.24 -1.93
Pb 1.41 1.69 -0.24
Cl 0.08 1.09 -2.43
Cl 0.63 1.40 2.27
C 3.62 1.91 -0.46
H 3.97 2.88 -0.86
C 4.55 0.86 -0.29
C 5.87 0.84 -0.89
C 6.67 -0.31 -0.85
C 6.25 -1.49 -0.20
C 4.99 -1.47 0.46
C 4.21 -0.32 0.50
H 6.23 1.75 -1.38
H 7.66 -0.29 -1.31
H 4.66 -2.37 0.96
H 3.32 -0.27 1.14
H 6.87 -2.38 -0.18
C 2.23 4.70 0.96
N 1.30 4.16 -0.10
C 1.70 4.79 -1.41
N 1.61 6.25 -1.35
C 2.49 6.76 -0.27
N 2.15 6.16 1.04
C 0.77 6.56 1.35
N -0.19 6.07 0.32
C -0.10 4.61 0.24
C 0.22 6.63 -0.98
H 3.26 4.43 0.71
H 1.93 4.26 1.92
H 1.02 4.42 -2.19
H 2.73 4.52 -1.63
H 2.34 7.84 -0.19
H 3.53 6.51 -0.52
H 0.49 6.14 2.32
H 0.74 7.66 1.36
H -0.78 4.26 -0.55
H -0.37 4.17 1.21
H 0.19 7.73 -0.92
H -0.46 6.26 -1.76
```

Properties
Relative energy (zero: lowest compared OMol25 entry of this formula, charge and spin): 7.5 kcal/mol
Kohn-Sham gap (alpha / beta): 0.210 / 0.225 Eh
2S+1: 1